A molecular structure, C17H14Cl2IIrN2O5S in a non-equilibrium geometry, computed with ωB97M-V with the def2-TZVPD basis set.

```
! wB97M-V def2-TZVPD RIJCOSX def2/J DEFGRID3
* xyz 1 2
Ir -0.0903 -0.1061 -0.1592
O 1.2558 3.7514 0.6129
C 0.7577 2.6828 0.8290
O 0.0195 1.9512 0.0342
C 0.9404 2.0825 2.2534
C -0.2965 1.2876 2.6591
C -0.2335 0.9801 4.1605
C 0.8904 -0.1030 4.2150
C 1.2621 -0.2272 2.7320
O -0.0254 -0.0267 2.0934
C 2.0407 1.0112 2.3243
C 2.7390 0.7646 0.9486
O 3.8412 1.2228 0.8228
O 2.0280 0.0359 0.1341
H 1.1424 2.9538 2.8702
H -1.2427 1.6782 2.2981
H -1.1888 0.5693 4.4834
H -0.0097 1.8633 4.7521
H 0.5078 -1.0544 4.5823
H 1.7424 0.1884 4.8225
H 1.6957 -1.1741 2.4332
H 2.8640 1.2667 2.9847
Cl -0.2284 0.0076 -2.6233
C -1.9118 0.0071 -3.0279
C -2.2617 0.0211 -4.3507
C -3.6123 0.0264 -4.7009
C -4.5989 0.0276 -3.7252
C -4.2415 0.0171 -2.3907
Cl -5.4657 0.0176 -1.1976
C -2.8730 -0.0010 -2.0028
S -2.4832 -0.0387 -0.3447
H -1.4978 0.0303 -5.1165
H -3.8957 0.0314 -5.7440
H -5.6442 0.0359 -3.9981
I 1.5408 -6.0427 0.9414
C 0.5154 -4.3836 0.2630
C -0.6685 -4.3663 -0.4416
N -0.9663 -3.0746 -0.6667
N -0.0357 -2.2615 -0.1470
C 0.8737 -3.0403 0.4210
H -1.2846 -5.1774 -0.7895
H -1.7642 -2.6993 -1.1510
H 1.7451 -2.6279 0.9005
*
```

Output
**LUMO (alpha / beta)**: -4.81 / -7.09 eV
**Gap between HOMO and LUMO (alpha / beta)**: 0.247 / 0.163 Ha
**Energy**: -77885.960 eV
**Relative energy (zero: lowest compared OMol25 entry of this formula, charge and spin)**: 47.0 kcal per mole

---

A single C17H14Cl2N6O4 molecule in a non-equilibrium geometry, computed with ωB97M-V with the def2-TZVPD basis set.

```
! wB97M-V def2-TZVPD RIJCOSX def2/J DEFGRID3
* xyz 0 1
C -1.7505 2.2676 -2.1048
C -1.3795 0.8917 -2.5182
O -1.7359 0.4468 -3.7325
N -1.3126 -0.8189 -3.8977
C -0.7057 -1.1908 -2.7979
C -0.1517 -2.5353 -2.6382
C -0.5321 -3.3507 -1.5754
Cl -1.7028 -2.7771 -0.4465
C -0.0159 -4.6213 -1.4029
C 0.9097 -5.1000 -2.3134
C 1.3067 -4.3201 -3.3834
C 0.7759 -3.0503 -3.5447
Cl 1.2942 -2.0882 -4.8655
C -0.7142 -0.1160 -1.8609
N -0.1952 -0.0554 -0.5715
C 0.9000 -0.7428 -0.1395
O 1.6057 -1.4501 -0.8155
N 1.2006 -0.5092 1.1966
N 0.2908 0.0164 2.0952
C -0.6414 -0.9018 2.7117
C 0.3697 1.3253 2.4426
C 1.3381 2.1783 1.8675
C 1.3523 3.4949 2.2444
C 0.4039 3.9399 3.1743
N 0.3831 5.3049 3.5896
O 1.1994 6.0571 3.0942
O -0.4514 5.6329 4.4100
C -0.5167 3.0269 3.6812
N -0.5361 1.7632 3.3272
H -2.4856 2.2425 -1.3002
H -0.8737 2.8106 -1.7554
H -2.1802 2.7900 -2.9546
H -0.3347 -5.2225 -0.5660
H 1.3236 -6.0878 -2.1845
H 2.0305 -4.6851 -4.0941
H -0.6269 0.6108 0.0517
H 1.9269 -1.1112 1.5698
H -1.1900 -1.4459 1.9411
H -0.1074 -1.6186 3.3398
H -1.3270 -0.3229 3.3236
H 2.0482 1.7873 1.1576
H 2.0713 4.1949 1.8467
H -1.2632 3.3399 4.3983
*
```

Output
**Structure (SMILES)**: Cc1onc(-c2c(Cl)cccc2Cl)c1NC(=O)NN(C)c1ccc([N+](=O)[O-])cn1
**LUMO**: -0.58 eV
**Gap between HOMO and LUMO**: 0.308 Ha
**Energy**: -60028.072 eV

---

3 unconnected molecules or ions with the total composition C17H14Cl2NO8, computed with ωB97M-V with the def2-TZVPD basis set.

```
! wB97M-V def2-TZVPD RIJCOSX def2/J DEFGRID3
* xyz 1 1
C 2.3055 -1.6753 -0.0581
C 3.2846 -1.0065 0.0424
N 4.4506 -0.2380 0.2392
C 4.4195 1.0562 -0.4898
Cl 4.3194 0.8793 -2.1730
C 4.4544 2.2120 0.1681
C 4.3652 3.5440 -0.4920
Cl 4.4844 2.1689 1.8947
H 1.4359 -2.2394 -0.3157
H 5.2716 -0.7812 -0.0598
H 4.5547 -0.0314 1.2470
H 4.9719 3.5674 -1.3950
H 4.7057 4.3238 0.1842
H 3.3177 3.7229 -0.7499
C -1.9769 2.1967 0.5184
C -1.1232 2.7284 -0.3667
C 0.3595 2.4850 -0.2772
O 1.0781 2.9922 -1.1246
C 0.8647 1.6668 0.8047
C 0.0132 1.1358 1.6916
C -1.4759 1.3605 1.5889
O -2.1734 0.8070 2.4180
O 0.3892 0.3737 2.7060
O -1.5041 3.4902 -1.3820
H -3.0443 2.3554 0.4594
H 1.9319 1.5147 0.8519
H -0.4305 0.1272 3.1827
H -0.7002 3.7375 -1.8751
C -2.3406 -2.7989 -1.4163
C -2.8745 -4.0274 -1.3377
C -4.0495 -4.3346 -0.4379
O -4.4616 -5.4778 -0.4488
C -4.5951 -3.2665 0.3762
C -4.0573 -2.0406 0.3019
C -2.9005 -1.7292 -0.6184
O -2.4905 -0.5788 -0.6455
O -4.4866 -1.0183 1.0278
O -2.4343 -5.0623 -2.0310
H -1.5136 -2.5663 -2.0727
H -5.4239 -3.4983 1.0299
H -3.9104 -0.2577 0.8264
H -3.0108 -5.8173 -1.7921
*
```

Output
**LUMO**: -3.96 eV
**Gap between HOMO and LUMO**: 0.280 Ha
**Energy**: -60760.107 eV
**Relative energy (zero: lowest compared OMol25 entry of this formula, charge and spin)**: 0.0 kcal per mole

---

A molecular structure, C17H14Cl3N4O6PbS in a non-equilibrium geometry, computed with ωB97M-V with the def2-TZVPD basis set.

```
! wB97M-V def2-TZVPD RIJCOSX def2/J DEFGRID3
* xyz -1 1
Pb -0.4895 -0.2927 -1.6259
O -2.0391 -2.7845 -0.8549
C -1.4078 -3.8722 -0.3468
O -1.9916 -4.6532 0.3813
C 0.0414 -3.9903 -0.7791
O 0.3907 -2.9083 -1.5225
C 1.7533 -3.1442 -1.8773
C 2.3732 -1.8203 -2.5381
O 3.5805 -1.9443 -2.9060
O 1.6809 -0.8055 -2.5213
H -2.9106 -2.7832 -0.2989
H 0.6528 -4.0787 0.1171
H 0.0971 -4.9706 -1.3088
H 2.2307 -3.1702 -0.9088
H 1.8013 -4.0855 -2.5573
N -3.3857 1.9821 -4.5932
C -2.1828 1.8684 -3.8771
S -0.9957 0.8461 -4.4943
N -2.1927 2.5704 -2.7872
N -1.3141 2.1768 -1.8590
C -0.9395 3.0011 -0.9690
C 0.1073 2.6299 0.0156
C 0.5741 3.5892 0.9096
C 1.6373 3.3249 1.7475
C 2.2552 2.0680 1.6248
C 1.7495 1.1188 0.7411
N 0.7415 1.4583 -0.0733
H -3.3303 1.8749 -5.5722
H -3.8806 2.7997 -4.3345
H -1.3984 3.9365 -0.8308
H 0.1196 4.5618 0.8071
H 1.8595 4.1075 2.5313
H 3.1740 1.7340 2.2305
H 2.2698 0.2366 0.6355
Cl 0.1353 1.2577 5.9268
C 0.1860 0.6548 4.3406
C -0.8368 1.0803 3.4449
C -0.9998 0.3466 2.2744
Cl -2.2878 0.8022 1.1865
C -0.0761 -0.6543 1.7968
O -0.2496 -1.1480 0.6426
C 0.8252 -1.0337 2.8039
Cl 1.6518 -2.5742 2.5759
C 0.9304 -0.4570 4.0767
H -1.4707 1.9623 3.7217
H 1.5605 -0.8179 4.9042
*
```

Output
**LUMO**: 2.16 eV
**Gap between HOMO and LUMO**: 0.264 Ha
**Energy**: -89754.271 eV
**Relative energy (zero: lowest compared OMol25 entry of this formula, charge and spin)**: 18.2 kcal per mole

---

12 unconnected molecules or ions with the total composition C17H14Cl44NO6P2 in a non-equilibrium geometry, computed with ωB97M-V with the def2-TZVPD basis set.

```
! wB97M-V def2-TZVPD RIJCOSX def2/J DEFGRID3
* xyz -1 1
N -2.4037 -3.8248 -0.3676
P -3.8986 -3.0405 -0.8284
O -4.1990 -1.9795 0.4412
C -3.4270 -1.9565 -2.2127
C -2.9547 -2.8470 -3.3957
C -1.6080 -2.3878 -4.0284
C -0.4929 -2.5627 -2.9932
C 0.7117 -1.5993 -3.0735
O 0.4655 -0.3054 -3.6464
C -0.3437 0.4975 -2.9002
O -1.3895 0.8934 -3.3206
P -4.8401 -1.0184 -2.6863
O -5.6867 -0.5639 -1.5537
O -4.3486 0.2697 -3.5701
O -5.7788 -1.8567 -3.7284
H -1.6365 -3.1467 -0.3238
H -2.5359 -4.1150 0.5981
H -3.6489 -1.2021 0.2422
H -3.6754 -2.9195 -4.2166
H -2.7718 -3.8608 -3.0082
H -1.6651 -1.3929 -4.4702
H -1.4142 -3.0852 -4.8591
H -0.0739 -3.5666 -3.1496
H -0.8853 -2.5732 -1.9761
H 1.4762 -2.0590 -3.7050
H 1.1518 -1.5353 -2.0697
H -0.0171 0.8505 -1.8942
H -3.8452 0.8117 -2.9491
H -6.5376 -1.3218 -3.9852
C 2.5608 0.4669 0.5609
Cl 0.9270 0.5517 -0.1206
Cl 2.5612 1.3261 2.1019
Cl 2.9948 -1.2238 0.8284
Cl 3.7134 1.1982 -0.5716
C 0.3816 -1.0447 4.9623
Cl -0.8448 -1.9060 5.8873
Cl 0.8143 0.4490 5.8071
Cl 1.8128 -2.0727 4.8069
Cl -0.2079 -0.6429 3.3348
C -2.3869 -6.3443 -5.1845
Cl -3.2278 -5.1439 -6.1681
Cl -2.8027 -7.9696 -5.7635
Cl -0.6368 -6.1022 -5.3226
Cl -2.8654 -6.1726 -3.5000
C 7.1335 2.1341 2.7674
Cl 7.0435 3.8486 3.1903
Cl 8.7513 1.7648 2.1521
Cl 6.8134 1.1564 4.2060
Cl 5.9302 1.7690 1.5292
C -0.7524 -5.8192 5.7372
Cl 0.9263 -5.2819 5.6013
Cl -0.7907 -7.5457 6.1230
Cl -1.5566 -4.9135 7.0263
Cl -1.5871 -5.5350 4.2096
C 7.7361 7.8526 4.4649
Cl 6.5477 7.0594 5.5004
Cl 8.2342 9.3819 5.2018
Cl 9.1503 6.7945 4.2882
Cl 7.0070 8.1653 2.8876
C -0.7205 -4.1239 -9.2249
Cl -2.4206 -4.2218 -9.7023
Cl -0.5636 -3.1045 -7.7940
Cl -0.1203 -5.7480 -8.8666
Cl 0.2228 -3.4272 -10.5532
C 10.6006 9.5615 0.4781
Cl 10.5071 11.2793 0.8887
Cl 12.2240 9.1853 -0.1141
Cl 10.2544 8.5935 1.9135
Cl 9.4145 9.1918 -0.7792
C 3.2258 8.7386 7.3789
Cl 4.8949 9.2601 7.1318
Cl 3.2112 7.0361 7.8572
Cl 2.4789 9.7146 8.6504
Cl 2.3200 8.9349 5.8754
C -4.8754 -0.6001 4.1510
Cl -5.0896 1.0841 4.6586
Cl -3.1739 -0.8837 3.7700
Cl -5.3660 -1.6773 5.4738
Cl -5.8553 -0.9213 2.7262
C -9.6439 -0.5412 -1.3627
Cl -9.9563 1.0552 -0.6585
Cl -8.4930 -1.4108 -0.3659
Cl -11.1718 -1.4453 -1.4455
Cl -9.0115 -0.3326 -3.0003
*
```

Output
**LUMO**: 0.94 eV
**Gap between HOMO and LUMO**: 0.162 Ha
**Energy**: -601195.232 eV
**Relative energy (zero: lowest compared OMol25 entry of this formula, charge and spin)**: 0.0 kcal per mole

---

A molecular structure, C17H14ClMgNO3S in a non-equilibrium geometry, computed with ωB97M-V with the def2-TZVPD basis set.

```
! wB97M-V def2-TZVPD RIJCOSX def2/J DEFGRID3
* xyz -2 1
C -2.1991 -1.6186 -1.7078
C -1.5168 -1.7933 -2.9572
C -1.2733 -0.5053 -3.5047
H -1.3037 -2.7457 -3.4453
C -1.7210 0.4813 -2.5905
C -2.3261 -0.1846 -1.4892
H -2.8852 0.3063 -0.6862
H -2.5792 -2.4250 -1.0649
H -0.9376 -0.3109 -4.5279
H -1.6647 1.5626 -2.7352
Mg -0.3115 -1.2926 -0.5113
Cl 0.8106 -3.4397 -0.5209
C 2.6238 -0.5056 -1.3404
C 2.2701 0.7299 -1.9710
C 1.7804 0.4263 -3.2833
H 2.4129 1.7230 -1.5391
C 1.8486 -0.9779 -3.4696
C 2.3600 -1.5659 -2.2741
H 2.5511 -2.6320 -2.1265
H 3.0485 -0.6111 -0.3445
H 1.4358 1.1537 -4.0204
H 1.6391 -1.5278 -4.3884
O -1.8100 -1.0861 1.1411
C -0.9710 -0.1953 1.5449
N -0.1034 0.3549 0.6410
S 0.9165 1.5463 1.2491
O 2.2895 1.0773 1.3105
O 0.6059 2.8139 0.6392
C 0.1734 1.3718 2.8430
C 0.5725 2.0717 3.9715
C -0.0988 1.7605 5.1574
C -1.0989 0.7653 5.1751
C -1.4678 0.0203 4.0479
C -0.7632 0.3533 2.8815
H 1.3645 2.7948 3.8413
H 0.1677 2.3072 6.0374
H -1.6150 0.5585 6.0759
H -2.2247 -0.7615 3.9418
*
```

Output
**LUMO**: 4.24 eV
**Gap between HOMO and LUMO**: 0.143 Ha
**Energy**: -54292.376 eV

---

Q: energy of number 4 (C17H14Cl3N4O6PbS)?
A: -89754.271 eV

---

Q: What is the energy in the fifth record?
A: -601195.232 eV

---

Q: Look up the energy of the sixth one.
A: -54292.376 eV

---

Q: energy of number 2 (C17H14Cl2N6O4)?
A: -60028.072 eV